# C38H30IrN10O4S4Se

C38H30IrN10O4S4Se as an isolated structure (ωB97M-V with the def2-TZVPD basis set, the Open Molecules 2025 dataset).

Results
E_HOMO (spin up / spin down): -7.54 / -7.55 eV
Electronic energy: -174508.8848 eV
2S+1: 2

XYZ file:
```
88
Properties=species:S:1:pos:R:3:forces:R:3
Ir -0.097 0.392 0.472 2.1 -0.5 -1.2
C 1.556 5.443 0.046 0.0 0.0 -0.1
N 0.218 4.942 -0.231 0.0 -0.1 0.0
C -0.759 5.588 -0.967 0.2 0.1 0.0
C -1.810 4.765 -1.040 -0.2 -0.1 -0.1
N -1.485 3.604 -0.343 0.1 0.1 -0.1
C -0.233 3.732 0.164 0.0 0.2 -0.1
S 0.678 2.728 1.180 -0.3 -0.8 -0.1
C -2.381 2.516 -0.188 -0.2 -0.3 0.0
C -3.457 2.390 -1.043 -0.1 0.1 -0.1
C -4.406 1.419 -0.760 0.0 0.0 0.0
C -4.262 0.644 0.373 -0.3 0.1 -0.1
C -3.107 0.779 1.104 0.1 0.1 0.2
N -2.151 1.673 0.817 -0.3 0.0 0.1
H 1.576 6.513 -0.139 0.0 0.0 0.0
H 2.283 4.945 -0.595 0.0 0.0 0.0
H 1.819 5.239 1.080 0.0 0.1 0.1
H -0.631 6.583 -1.353 0.1 0.0 0.0
H -2.771 4.921 -1.492 0.0 -0.1 0.0
H -3.545 3.010 -1.923 0.0 0.0 0.0
H -5.259 1.267 -1.409 0.1 0.0 0.0
H -5.011 -0.084 0.632 -0.1 -0.2 0.0
H -2.915 0.151 1.966 0.1 -0.1 -0.1
S 2.337 0.499 -0.022 -1.3 0.1 0.9
C 2.539 -0.818 -1.139 0.4 0.2 -0.3
C 3.511 -0.757 -2.127 0.1 0.2 0.0
C 3.674 -1.807 -3.018 0.0 -0.1 -0.1
C 4.688 -1.748 -4.036 0.1 0.1 -0.1
N 5.501 -1.708 -4.848 -0.1 0.0 0.2
C 2.836 -2.927 -2.925 0.1 0.0 0.1
C 1.884 -2.984 -1.916 -0.1 -0.2 0.0
C 1.745 -1.937 -1.014 0.0 -0.6 -0.2
S 0.628 -2.036 0.306 -0.4 1.3 0.2
C 2.968 -4.024 -3.843 0.0 -0.1 0.0
N 3.066 -4.922 -4.556 0.0 0.1 0.1
H 4.138 0.124 -2.200 0.0 0.0 -0.1
H 1.241 -3.851 -1.827 0.0 0.0 -0.1
N 4.858 -2.969 9.349 -0.1 0.1 -0.1
C 4.176 -2.545 8.526 0.0 0.0 0.1
C 3.320 -2.004 7.502 0.0 0.0 0.0
C 3.731 -2.013 6.172 0.0 0.0 0.0
C 2.920 -1.469 5.193 0.0 0.0 -0.2
C 1.694 -0.921 5.541 0.1 -0.1 0.0
C 1.270 -0.927 6.863 -0.1 0.0 0.0
C 2.083 -1.464 7.844 0.1 0.0 0.0
N 0.868 -0.339 4.541 -0.2 0.2 0.1
C 0.036 0.761 4.703 0.0 -0.1 0.0
C -0.562 0.964 3.506 -0.1 -0.2 0.1
N -0.123 -0.001 2.617 0.3 0.4 -0.8
C 0.733 -0.756 3.268 0.1 -0.3 0.0
H 4.693 -2.434 5.911 0.0 0.0 0.0
H 3.251 -1.450 4.162 0.0 0.0 0.0
H 0.301 -0.523 7.125 0.0 0.0 0.0
H 1.763 -1.467 8.877 0.0 0.0 0.0
H -0.017 1.315 5.624 0.0 -0.1 0.0
H -1.262 1.726 3.209 0.1 0.0 0.0
H 1.228 -1.622 2.855 0.1 0.2 0.0
C -7.965 -7.490 2.130 0.0 0.1 -0.1
C -7.600 -6.323 1.251 0.0 0.0 0.1
C -7.259 -6.515 -0.087 0.0 0.0 0.0
C -6.946 -5.441 -0.902 0.0 0.1 -0.1
C -6.971 -4.160 -0.370 0.0 0.0 0.0
C -7.306 -3.942 0.958 0.0 0.0 0.0
C -7.618 -5.026 1.762 0.0 -0.1 -0.1
S -6.545 -2.785 -1.390 0.1 0.1 -0.1
O -7.279 -2.825 -2.619 0.1 -0.1 -0.1
O -6.669 -1.596 -0.579 0.1 0.0 0.2
N -4.973 -3.139 -1.740 0.1 0.2 0.3
C -4.057 -3.352 -0.587 -0.1 0.0 -0.2
C -2.623 -3.122 -1.040 0.2 0.2 0.2
C -2.298 -1.635 -1.265 0.3 -0.2 -0.1
O -2.515 -1.178 -2.376 -0.3 0.4 -0.1
O -1.827 -1.014 -0.231 -0.3 0.2 0.6
H -7.575 -8.424 1.726 0.0 0.0 0.0
H -9.051 -7.579 2.207 0.0 0.0 0.0
H -7.575 -7.356 3.140 0.0 0.0 0.0
H -7.238 -7.521 -0.492 0.0 0.0 0.0
H -6.683 -5.578 -1.945 0.0 0.0 0.1
H -7.321 -2.929 1.339 0.0 0.0 0.0
H -7.880 -4.866 2.802 0.0 0.0 0.0
H -4.595 -2.436 -2.383 -0.1 -0.1 0.0
H -4.166 -4.388 -0.263 -0.1 0.0 0.0
H -4.306 -2.702 0.259 0.0 0.0 -0.1
H -2.472 -3.646 -1.984 0.1 0.0 0.0
H -1.935 -3.503 -0.287 -0.1 -0.1 0.0
Se 0.137 0.021 -4.153 0.0 0.0 0.0
C -0.056 0.640 -2.538 0.1 0.6 0.9
N -0.121 1.157 -1.461 -0.2 -1.2 -0.2
```
Positions in Å, forces in eV/Å.

Löwdin charges in e: number 1, Ir, carries 0.95; number 2, C, carries -0.02; number 3, N, carries -0.11; number 4, C, carries -0.02; number 5, C, carries -0.01; number 6, N, carries 0.03; number 7, C, carries -0.63; number 8, S, carries 0.69; number 9, C, carries -0.28; number 10, C, carries 0.02; number 11, C, carries 0.00; number 12, C, carries -0.04; number 13, C, carries -0.14; number 14, N, carries 0.02; number 15, H, carries 0.10; number 16, H, carries 0.11; number 17, H, carries 0.07; number 18, H, carries 0.13; number 19, H, carries 0.12; number 20, H, carries 0.12; number 21, H, carries 0.13; number 22, H, carries 0.10; number 23, H, carries 0.11; number 24, S, carries 0.64; number 25, C, carries -0.69; number 26, C, carries -0.05; number 27, C, carries -0.19; number 28, C, carries -0.17; number 29, N, carries 0.17; number 30, C, carries -0.18; number 31, C, carries -0.04; number 32, C, carries -0.67; number 33, S, carries 0.77; number 34, C, carries -0.17; number 35, N, carries 0.17; number 36, H, carries 0.12; number 37, H, carries 0.13; number 38, N, carries 0.17; number 39, C, carries -0.17; number 40, C, carries -0.22; number 41, C, carries -0.01; number 42, C, carries 0.01; number 43, C, carries -0.18; number 44, C, carries 0.00; number 45, C, carries -0.01; number 46, N, carries 0.00; number 47, C, carries -0.02; number 48, C, carries -0.16; number 49, N, carries -0.11; number 50, C, carries -0.15; number 51, H, carries 0.13; number 52, H, carries 0.13; number 53, H, carries 0.12; number 54, H, carries 0.13; number 55, H, carries 0.13; number 56, H, carries 0.09; number 57, H, carries 0.09; number 58, C, carries -0.05; number 59, C, carries -0.27; number 60, C, carries -0.03; number 61, C, carries -0.05; number 62, C, carries -0.30; number 63, C, carries -0.05; number 64, C, carries -0.03; number 65, S, carries 0.63; number 66, O, carries -0.28; number 67, O, carries -0.32; number 68, N, carries -0.12; number 69, C, carries -0.21; number 70, C, carries -0.10; number 71, C, carries -0.66; number 72, O, carries 0.01; number 73, O, carries -0.28; number 74, H, carries 0.08; number 75, H, carries 0.09; number 76, H, carries 0.08; number 77, H, carries 0.12; number 78, H, carries 0.12; number 79, H, carries 0.11; number 80, H, carries 0.12; number 81, H, carries 0.11; number 82, H, carries 0.11; number 83, H, carries 0.12; number 84, H, carries 0.13; number 85, H, carries 0.09; number 86, Se, carries 0.66; number 87, C, carries -0.91; number 88, N, carries -0.14